This record from the Open Molecules 2025 dataset describes a structure of composition C26H43BrN6P2Zr at a distorted geometry. The level of theory is ωB97M-V/def2-TZVPD.

## Properties
**HOMO-LUMO gap**: 5.0 eV
**Energy relative to the best compared isomer or geometry (same formula, charge and spin)**: 0.4265 eV
**HOMO energy**: -0.713 hartree
**Total charge**: +4

Cartesian coordinates (Å):
N -6.476 3.104 -2.208
C -6.000 3.527 -1.035
C -4.742 3.156 -0.498
C -3.837 2.325 -1.228
C -4.450 1.767 -2.390
C -5.724 2.214 -2.842
C -2.361 2.018 -0.735
Zr -0.690 0.447 0.296
P 1.950 -0.298 0.693
C -1.231 1.632 -1.530
C 0.238 2.037 -1.392
C 1.180 1.445 -2.311
C 2.336 2.128 -2.665
C 2.787 3.307 -2.014
C 1.869 3.837 -1.078
C 0.717 3.170 -0.656
Br 4.286 4.186 -2.547
H -2.084 2.578 0.164
H -1.523 1.464 -2.572
H -4.484 3.561 0.481
H -3.975 0.974 -2.966
H -6.660 4.256 -0.561
H -6.180 1.904 -3.789
H 0.912 0.548 -2.893
H 0.089 3.570 0.140
H 2.900 1.718 -3.498
H 2.117 4.803 -0.685
P -0.558 -2.261 -0.035
C 3.062 1.175 1.047
C 4.503 1.223 0.504
H 3.133 1.325 2.134
H 2.553 2.063 0.654
H 4.978 2.121 0.924
H 5.091 0.346 0.785
H 4.569 1.306 -0.589
C 2.918 -0.866 -0.814
C 3.976 -1.925 -0.556
H 3.319 -0.001 -1.353
H 2.230 -1.290 -1.555
H 4.119 -2.517 -1.465
H 4.939 -1.532 -0.216
H 3.652 -2.625 0.209
C 2.531 -1.656 1.954
C 4.012 -1.742 2.469
H 2.303 -2.657 1.519
H 1.833 -1.580 2.813
H 4.101 -2.629 3.126
H 4.755 -1.918 1.672
H 4.347 -0.847 3.024
C -0.460 -3.256 1.487
C -0.810 -4.752 1.357
H -1.136 -2.793 2.231
H 0.555 -3.145 1.906
H -1.900 -4.890 1.260
H -0.323 -5.223 0.488
H -0.476 -5.274 2.272
C 0.402 -3.077 -1.348
C -0.008 -2.570 -2.740
H 0.400 -4.179 -1.276
H 1.452 -2.814 -1.154
H -0.902 -3.099 -3.093
H -0.245 -1.492 -2.740
H 0.795 -2.727 -3.475
C -2.336 -2.306 -0.486
C -3.125 -1.164 0.184
H -2.672 -3.307 -0.185
H -2.379 -2.315 -1.581
H -2.654 -0.124 0.239
H -4.074 -0.940 -0.329
H -3.342 -1.420 1.232
N -2.589 0.088 4.086
N -2.004 1.074 3.320
N -1.537 2.231 3.866
C -0.810 2.735 2.879
N -0.747 1.909 1.804
N -1.583 0.814 2.126
H -2.285 -0.799 3.686
H -2.286 0.259 5.038
H -0.250 3.664 3.016



This record from the Open Molecules 2025 dataset describes a cluster of 6 separate species, C9H30O6 in total at a distorted geometry. The level of theory is ωB97M-V/def2-TZVPD.

## Properties
**HOMO-LUMO gap**: 10.4 eV
**Energy relative to the best compared isomer or geometry (same formula, charge and spin)**: 2.7936 eV
**HOMO energy**: -0.368 hartree
**Total charge**: 0

Cartesian coordinates (Å):
C -0.486 0.544 1.009
O -1.486 1.234 0.280
H -0.884 0.010 1.878
H 0.071 -0.137 0.369
H 0.199 1.285 1.452
H -2.232 1.409 0.871
C 3.278 1.433 -0.636
O 3.481 2.117 -1.868
H 3.998 1.788 0.101
H 2.239 1.558 -0.320
H 3.437 0.372 -0.810
H 3.289 3.052 -1.781
C -4.482 2.546 0.597
O -3.824 1.991 1.748
H -4.415 3.635 0.600
H -4.017 2.098 -0.279
H -5.539 2.262 0.567
H -4.410 2.086 2.503
C 3.632 -2.684 -0.330
C 2.123 -2.706 -0.359
O 1.732 -3.608 -1.426
H 3.998 -2.169 0.562
H 3.990 -2.148 -1.209
H 4.053 -3.688 -0.319
H 1.757 -1.708 -0.630
H 1.663 -3.011 0.583
H 0.848 -3.346 -1.701
C -0.075 2.228 -2.661
C -1.270 3.131 -2.400
O -1.105 4.405 -3.007
H 0.858 2.696 -2.348
H -0.043 1.907 -3.703
H -0.122 1.312 -2.062
H -1.439 3.296 -1.339
H -2.168 2.625 -2.784
H -1.034 4.302 -3.960
C -1.333 -3.012 2.062
C -0.322 -3.911 2.765
O 0.901 -3.246 3.048
H -2.161 -3.610 1.679
H -0.847 -2.580 1.182
H -1.707 -2.182 2.659
H -0.104 -4.762 2.121
H -0.737 -4.326 3.692
H 0.693 -2.490 3.607



This record from the Open Molecules 2025 dataset describes a structure of composition C30H47BrIN8O2OsPSe. The level of theory is ωB97M-V/def2-TZVPD.

## Properties
**HOMO-LUMO gap (alpha / beta)**: 7.8 / 6.8 eV
**Energy relative to the best compared isomer or geometry (same formula, charge and spin)**: 0.0000 eV
**HOMO energy (alpha / beta)**: -0.464 / -0.478 hartree
**Expectation value of S²**: 6.02
**Spin multiplicity**: 5
**Total charge**: +2

Cartesian coordinates (Å):
Os -0.380 -0.565 0.909
Br -0.955 0.960 6.670
C -1.397 1.358 4.892
C -2.269 2.390 4.582
C -2.558 2.631 3.248
C -1.968 1.843 2.279
N -1.122 0.859 2.590
C -0.842 0.608 3.868
H -2.709 2.988 5.367
H -3.228 3.429 2.964
H -2.155 1.992 1.225
H -0.155 -0.201 4.075
I 2.112 -0.333 1.621
N -5.699 -1.582 1.405
C -4.720 -1.178 0.342
C -3.367 -1.058 1.060
O -3.359 -1.235 2.272
O -2.408 -0.768 0.297
H -6.071 -2.523 1.267
H -6.484 -0.937 1.500
H -5.090 -1.562 2.271
H -5.009 -0.220 -0.086
H -4.680 -1.922 -0.450
N -0.251 0.820 -0.310
P 0.451 1.772 -1.414
N -0.699 2.448 -2.382
C -1.050 2.047 -3.745
C -2.305 1.184 -3.776
C -3.461 1.903 -3.089
C -3.065 2.321 -1.676
C -1.793 3.157 -1.714
N 1.267 2.957 -0.648
C 1.099 3.251 0.787
C 1.940 4.458 1.164
C 1.492 5.701 0.396
C 1.253 5.387 -1.093
C 1.844 4.038 -1.472
N 1.490 0.961 -2.390
C 1.023 -0.314 -2.974
C 1.746 -1.502 -2.360
C 3.263 -1.413 -2.595
C 3.678 0.006 -2.978
C 2.952 1.049 -2.148
H -0.195 1.564 -4.210
H -1.236 2.970 -4.305
H -2.114 0.237 -3.261
H -2.558 0.946 -4.810
H -4.350 1.270 -3.073
H -3.724 2.795 -3.665
H -2.880 1.430 -1.066
H -3.864 2.900 -1.207
H -1.469 3.453 -0.715
H -1.975 4.081 -2.273
H 1.389 2.376 1.375
H 0.050 3.469 1.013
H 2.993 4.239 0.976
H 1.846 4.624 2.238
H 2.235 6.489 0.507
H 0.571 6.081 0.843
H 1.699 6.153 -1.727
H 0.185 5.377 -1.321
H 2.930 4.046 -1.345
H 1.643 3.813 -2.519
H 1.175 -0.288 -4.056
H -0.051 -0.399 -2.805
H 1.337 -2.422 -2.779
H 1.528 -1.516 -1.289
H 3.566 -2.102 -3.383
H 3.793 -1.720 -1.692
H 3.484 0.189 -4.036
H 4.750 0.142 -2.836
H 3.294 2.045 -2.428
H 3.175 0.905 -1.086
C -0.612 -6.104 1.356
N 0.592 -5.346 1.645
C 0.695 -4.022 1.848
Se -0.799 -2.869 1.886
N 1.974 -3.732 2.110
C 2.737 -4.893 2.085
C 4.091 -5.121 2.291
C 4.509 -6.434 2.199
C 3.616 -7.477 1.913
C 2.270 -7.246 1.708
C 1.852 -5.925 1.799
H -1.390 -5.419 1.031
H -0.938 -6.640 2.247
H -0.396 -6.812 0.559
H 2.300 -2.789 2.286
H 4.779 -4.320 2.515
H 5.552 -6.666 2.356
H 3.991 -8.488 1.855
H 1.586 -8.053 1.494



This record from the Open Molecules 2025 dataset describes the molecule H3O5PS at a distorted geometry. The level of theory is ωB97M-V/def2-TZVPD.

## Properties
**HOMO-LUMO gap (alpha / beta)**: 8.6 / 8.6 eV
**Energy relative to the best compared isomer or geometry (same formula, charge and spin)**: 1.4168 eV
**HOMO energy (alpha / beta)**: -0.360 / -0.360 hartree
**Total charge**: 0

Cartesian coordinates (Å):
O 3.780 0.723 -0.815
O 2.969 -1.246 0.205
O 0.241 -1.160 -0.123
O 0.686 0.890 1.306
O -0.962 0.840 -0.782
P 0.537 0.421 -0.340
S 3.035 0.201 0.284
H 0.981 -1.560 0.337
H 0.021 1.511 1.532
H -1.277 0.470 -1.650



This record from the Open Molecules 2025 dataset describes the molecule C5H11NOS at a distorted geometry. The level of theory is ωB97M-V/def2-TZVPD.

## Properties
**HOMO-LUMO gap**: 9.7 eV
**Energy relative to the best compared isomer or geometry (same formula, charge and spin)**: 1.8565 eV
**HOMO energy**: -0.328 hartree
**Total charge**: 0

Cartesian coordinates (Å):
C 1.575 1.547 -0.726
C 0.322 0.833 -0.315
C -0.044 0.635 1.120
C 0.302 -0.562 0.283
C -0.787 -1.551 -0.133
H 1.400 2.615 -0.831
H 2.394 1.384 0.009
H 1.933 1.179 -1.717
H -0.533 0.956 -0.977
H 0.717 0.951 1.864
H -1.614 1.680 1.474
H 2.224 -1.678 -0.499
H -0.357 -2.211 -0.904
H -0.991 -2.203 0.704
H -2.467 -0.457 0.104
H -2.577 -1.593 -1.103
N -1.977 -0.891 -0.676
O -1.357 0.749 1.582
S 1.837 -1.385 0.743



For reference, E by record: -4647.09565, -812.23898, -7464.68420, -1117.57500, -725.25666 a.u..